(1)
Below is a single C12H14Br2O4 molecule in a non-equilibrium geometry, with properties calculated with ωB97M-V with the def2-TZVPD basis set.

The value obtained for the strongest force on any atom is 13.63 eV/Å. As for the SMILES: Brc1cc2c(cc1Br)OCCOCCOCCO2. The calculated total energy is -160933.634 eV. The value obtained for the LUMO energy is 0.0242 Ha. For the HOMO energy, the calculation gives -8.34 eV.

Positions of all 32 atoms, in Å:
H1 -0.5435 3.7968 -3.3938
C1 -0.8007 3.6899 -2.3674
C2 -1.5006 1.5972 -3.3611
H2 3.3217 3.4197 -2.9639
C3 1.1227 0.0513 0.0662
C4 -0.3588 -0.7422 -1.7516
H3 3.4406 1.3328 -2.0435
C5 0.8052 0.1055 -1.2641
O1 -1.1245 2.2596 -2.3023
C6 0.5112 -0.8826 1.1328
Br1 1.0783 -0.8931 2.8952
H4 1.7583 2.7341 -3.5836
C7 -1.8131 0.1464 -3.3038
H5 -0.6409 1.6935 -4.3430
H6 0.0689 4.7089 -0.8940
H7 -1.5866 4.1227 -2.0542
C8 2.4940 1.6774 -1.8290
H8 -2.5846 2.2862 -3.6442
O2 1.6371 0.7346 -2.2329
H9 2.4351 2.1020 -0.7947
C9 2.4043 3.1164 -2.6019
H10 2.3250 0.3033 0.3932
O3 1.6008 3.9005 -2.0482
O4 -0.7156 -0.3298 -2.8744
C10 -1.0737 -1.3298 -0.6803
H11 -2.2071 -0.1861 -4.0618
C11 0.4587 3.8977 -1.2772
C12 -0.5820 -1.4562 0.7760
Br2 -1.6618 -2.3975 1.7673
H12 -2.5878 0.2759 -2.3785
H13 -1.8536 -1.7439 -0.9711
H14 0.4811 2.9422 -0.7071

***

(2)
Below is a molecular structure, C12H14Cl4MnO5 in a non-equilibrium geometry, with properties calculated with ωB97M-V with the def2-TZVPD basis set.

The value obtained for the strongest force on any atom is 4.75 eV/Å. As for the multiplicity: 4. The calculated total energy is -104313.669 eV. As for the expectation value of S²: 3.94. The value obtained for the LUMO energy (alpha / beta) is -0.0363 / -0.0156 Ha. For the HOMO energy (alpha / beta), the calculation gives -7.22 / -7.45 eV.

Positions of all 36 atoms, in Å:
O1 -1.8216 -0.5288 0.1191
C1 1.9763 -1.4719 0.9997
Mn1 0.0000 0.0000 0.0000
H1 -1.9906 -0.8503 2.1522
C2 0.0553 2.6232 -1.6671
H2 0.0833 2.8204 2.5719
H3 1.1421 0.0843 -1.2949
C3 1.1871 -2.3670 0.2450
C4 -0.8368 1.6082 -1.0312
C5 -2.1636 -1.8672 -0.2082
C6 -2.3442 -0.1474 1.3893
H4 -0.5417 3.4111 -2.1743
H5 0.6892 3.0935 -0.8874
Cl1 4.1207 -0.8638 2.6129
C7 3.4939 -3.3225 1.5948
H6 -3.4387 -0.1374 1.3690
Cl2 0.5964 -4.8606 -0.7568
H7 -3.2506 -1.9879 -0.2423
O2 0.1745 -1.8413 -0.3219
Cl3 4.9194 -3.9050 2.4307
O3 -2.0502 1.7123 -1.1103
H8 -2.1704 1.9442 0.9080
O4 -0.3772 1.1066 1.4984
H9 -1.7299 -2.5620 0.5175
C8 0.2762 2.3630 1.5966
H10 0.7054 2.1230 -2.4141
C9 2.7122 -4.2090 0.8474
C10 1.5713 -3.7351 0.1801
C11 -1.7889 1.2339 1.6505
H11 -2.0389 1.5776 2.6592
H12 -1.7552 -2.0959 -1.1963
O5 1.5628 -0.2670 1.0054
Cl4 3.1602 -5.9000 0.7486
C12 3.1288 -1.9688 1.6694
H13 1.3525 2.2013 1.4930
H14 -0.0546 3.0308 0.7953

***

(3)
Below is a single C12H14ClN5O molecule in a non-equilibrium geometry, with properties calculated with ωB97M-V with the def2-TZVPD basis set.

The value obtained for the strongest force on any atom is 1.59 eV/Å. As for the SMILES: CCCn1nnnc1NC(=O)c1ccc(C)cc1Cl. The calculated total energy is -34691.372 eV. The value obtained for the LUMO energy is 0.0064 Ha. For the HOMO energy, the calculation gives -9.58 eV.

Positions of all 33 atoms, in Å:
C1 2.2488 -1.4637 -0.6348
C2 -2.9076 0.4058 -1.4785
C3 2.9445 1.4822 0.4767
C4 -3.9729 -0.1036 -0.7396
O1 0.4923 -0.8317 1.5449
H1 4.1916 0.1085 1.5992
C5 -1.3223 -0.6545 0.0003
N1 2.8156 -2.3147 -1.4682
H2 1.9720 1.4626 -0.0219
H3 2.1875 2.4136 2.2674
H4 3.7101 1.6721 -0.2795
H5 0.4660 -1.4801 -1.5253
N2 3.2166 -0.9268 0.1511
H6 -3.1050 1.0229 -2.3420
C6 2.9569 2.5906 1.5197
H7 3.9215 2.6332 2.0195
N3 0.9050 -1.1710 -0.6681
C7 0.0880 -0.8969 0.4087
H8 -0.7913 0.5468 -1.6924
H9 2.4357 -0.0875 1.8763
C8 -5.3818 0.2053 -1.1340
H10 -4.5037 -1.3004 0.9577
C9 -2.3900 -1.1557 0.7449
H11 -5.5995 1.2555 -0.9415
H12 2.7688 3.5532 1.0512
N4 4.1077 -2.3017 -1.1812
N5 4.3636 -1.4982 -0.2399
H13 -6.0871 -0.4009 -0.5730
C10 -3.6981 -0.8888 0.3701
C11 3.2057 0.1241 1.1304
Cl1 -2.1048 -2.1567 2.1166
C12 -1.6057 0.1300 -1.1176
H14 -5.5281 0.0265 -2.1974